Record 1
Computed, not measured: C11H23EuN3O6 as an isolated structure in a non-equilibrium geometry, with ωB97M-V/def2-TZVPD.

Positions of all 44 atoms, in Å:
1 O 2.69997 -2.36177 -0.82845
2 H 3.37680 -2.73949 -0.24614
3 Eu 0.48574 -0.55312 -0.19214
4 N -1.65478 -0.65660 -1.31412
5 N -1.68892 0.27748 1.19648
6 O -1.70189 -1.19786 -2.60589
7 O -1.84195 0.60438 2.53317
8 C -2.84032 -0.46791 -0.75271
9 C -2.86534 0.03655 0.62273
10 C -4.08053 -0.78939 -1.49567
11 C -4.11321 0.16646 1.40107
12 H -3.82479 -1.38085 -2.35913
13 H -4.55229 0.12939 -1.81914
14 H -4.75986 -1.32467 -0.84854
15 H -3.92762 0.75938 2.28245
16 H -4.41533 -0.82387 1.72597
17 H -4.90139 0.60164 0.80752
18 H -0.78532 -1.38184 -2.90250
19 H -0.96290 0.80788 2.90171
20 O -0.42523 2.08103 -0.70003
21 H -0.70676 2.45675 -1.53864
22 H -1.07949 2.35914 -0.05129
23 C 0.39318 -2.53791 1.27139
24 H 1.12029 -3.27482 0.91544
25 H -0.67091 -2.88255 1.19111
26 H 0.54886 -2.22653 2.33887
27 O 1.17788 -2.88232 -2.98393
28 H 2.09489 -3.02092 -2.67927
29 H 0.69317 -3.34560 -2.28664
30 O 2.29971 -0.17131 -1.61316
31 C 2.86668 1.01095 -1.18650
32 C 3.07561 1.18049 0.33026
33 C 4.33883 1.57522 0.78618
34 C 4.51649 1.68836 2.16354
35 C 3.45270 1.36712 3.02801
36 C 2.22767 0.97344 2.50442
37 N 2.04916 0.93631 1.16053
38 H 2.89149 -1.36342 -1.10517
39 H 3.85027 1.03854 -1.64875
40 H 2.17598 1.78903 -1.52448
41 H 5.10476 1.75373 0.02521
42 H 5.48215 2.01544 2.54758
43 H 3.56839 1.41123 4.10179
44 H 1.36403 0.69545 3.12561

Summary:
Electronic energy in a.u.: -1758.65417
⟨S²⟩: 12.202
Multiplicity: 7
Molar mass in u: 445.28
Total charge: +1
Energy above the lowest of the compared OMol25 structures with the same formula, charge and spin in eV: 0.806


Record 2
Computed, not measured: a 2-piece molecular cluster, C11H23N2O2 overall in a non-equilibrium geometry, with ωB97M-V/def2-TZVPD.

Positions of all 38 atoms, in Å:
1 C -3.81171 0.72356 -1.01479
2 C -3.17328 0.85946 0.15186
3 C -1.94233 0.32592 0.65278
4 C -3.86828 1.75009 1.25669
5 C -0.10873 -3.56504 0.18676
6 C 0.95272 1.02047 -1.80361
7 C 2.58928 1.31155 1.74969
8 C 3.58214 0.67809 -0.40181
9 C 0.49293 -2.27842 -0.33445
10 C -0.01343 -1.01920 0.33343
11 C 1.23733 1.24636 -0.30836
12 N -1.18409 -0.56114 -0.00434
13 N 2.39542 1.18688 0.33410
14 O -1.43533 0.42249 1.92738
15 O 0.26499 1.97069 0.29516
16 H -4.66305 1.17150 -1.42752
17 H -3.60820 -0.09347 -1.79942
18 H -3.03672 2.32253 1.57021
19 H -4.27763 1.00330 1.92157
20 H -4.74620 2.08289 0.90546
21 H 0.44754 -4.40423 -0.07425
22 H -1.17846 -3.60773 -0.17276
23 H -0.11535 -3.54098 1.27568
24 H 1.14644 -0.09984 -1.96591
25 H -0.08500 1.38061 -2.20956
26 H 1.61483 1.53820 -2.54239
27 H 3.17829 0.40256 2.14399
28 H 2.92637 2.30616 1.99599
29 H 1.60306 1.09165 2.30516
30 H 3.72403 -0.38999 -0.04382
31 H 3.71875 0.81347 -1.45611
32 H 4.39748 1.00123 0.32341
33 H 0.28699 -2.09489 -1.31338
34 H 1.59563 -2.38336 -0.19582
35 H 0.07276 -1.10786 1.42666
36 H -1.47542 -0.67565 -0.97614
37 H -2.15490 0.91825 2.33769
38 H 0.28094 1.95815 1.26716

Summary:
Electronic energy in a.u.: -692.49859
Multiplicity: 1
Molar mass in u: 215.32
Total charge: +1
Energy above the lowest of the compared OMol25 structures with the same formula, charge and spin in eV: 4.603


Record 3
Computed, not measured: C11H23N3O3 in the gas phase in a non-equilibrium geometry, with ωB97M-V/def2-TZVPD.

Positions of all 40 atoms, in Å:
1 C -2.58789 -1.06144 1.67048
2 C -2.70191 -1.49490 0.19297
3 C -1.54424 -2.47091 -0.10819
4 C -2.81269 -0.34496 -0.83542
5 N -1.56406 0.43769 -0.85368
6 C -0.96892 1.28568 0.04829
7 O -1.51432 1.73813 1.05055
8 C 0.34897 1.90466 -0.37715
9 N 0.43330 3.25125 0.20132
10 C 1.55037 1.06400 0.19211
11 C 1.80443 -0.26124 -0.47935
12 C 2.98415 -1.15798 0.00372
13 C 4.34943 -0.50314 0.32083
14 N 4.81338 0.21562 -0.90523
15 C -4.11627 0.47947 -0.68591
16 O -5.13443 -0.02185 -1.03187
17 O -4.08630 1.66593 -0.08060
18 H -1.68175 -0.50145 1.82299
19 H -3.38909 -0.38032 1.95017
20 H -2.54630 -1.91349 2.34453
21 H -3.68644 -2.04062 0.04847
22 H -0.56948 -1.96981 -0.17035
23 H -1.43533 -3.15058 0.71325
24 H -1.67957 -3.06341 -1.01981
25 H -2.89093 -0.80195 -1.81304
26 H -0.84433 -0.02569 -1.44633
27 H 0.54143 1.98949 -1.43580
28 H 0.08215 3.22537 1.15977
29 H -0.28120 3.81735 -0.29177
30 H 2.45188 1.74956 0.21457
31 H 1.38808 0.90071 1.26032
32 H 0.96400 -0.93525 -0.43086
33 H 1.98854 -0.07379 -1.55512
34 H 3.15171 -1.93029 -0.78189
35 H 2.65783 -1.62594 0.92087
36 H 4.25612 0.15230 1.16908
37 H 5.00624 -1.36052 0.55963
38 H 5.80991 0.15936 -1.02791
39 H 4.62592 1.22837 -0.81143
40 H -3.17240 1.82458 0.29780

Summary:
Electronic energy in a.u.: -822.94538
Structure (SMILES): CC(C)[C@H](NC(=O)[C@@H](N)CCCCN)C(=O)O
Multiplicity: 1
Molar mass in u: 245.32
Energy above the lowest of the compared OMol25 structures with the same formula, charge and spin in eV: 0.374


Record 4
Computed, not measured: a 2-piece molecular cluster, C11H23N3O5 overall, with ωB97M-V/def2-TZVPD.

Positions of all 42 atoms, in Å:
1 N -0.16157 -0.80589 -1.20394
2 C 0.10718 0.52941 -1.17020
3 O 0.39573 1.10940 -0.13735
4 C 0.06895 1.22280 -2.52503
5 C -0.16762 2.72078 -2.36776
6 C 0.05729 3.53701 -3.64242
7 N 0.11483 4.98825 -3.42622
8 C -0.99789 3.25242 -4.72840
9 O -1.49184 2.16626 -4.91258
10 O -1.29767 4.31294 -5.47747
11 H -0.52648 -1.25554 -2.02709
12 H -0.18430 -1.30525 -0.32926
13 H 1.04188 1.04705 -3.00547
14 H -0.68577 0.78179 -3.18121
15 H -1.18877 2.89501 -2.00193
16 H 0.51134 3.09004 -1.59027
17 H 1.01659 3.24207 -4.09125
18 H 1.03366 5.26943 -3.09834
19 H -0.54935 5.25879 -2.70402
20 H -0.79361 5.06187 -5.08113
21 C -2.65824 -2.88107 4.11104
22 C -1.45491 -2.05293 3.65812
23 C -1.17471 -0.92736 4.65592
24 C -0.24048 -2.96709 3.45750
25 C 1.00620 -2.27279 2.90750
26 N 0.85346 -1.65078 1.58748
27 C 2.19554 -3.25052 2.86882
28 O 2.38877 -4.08083 3.72089
29 O 3.01000 -3.07212 1.82681
30 H -3.55140 -2.25425 4.22316
31 H -2.89148 -3.67597 3.39210
32 H -2.45800 -3.35425 5.08059
33 H -1.70819 -1.59684 2.68887
34 H -0.38140 -0.25178 4.31480
35 H -2.07101 -0.31933 4.81975
36 H -0.86719 -1.33887 5.62591
37 H 0.03169 -3.44508 4.40580
38 H -0.51036 -3.78417 2.77173
39 H 1.31939 -1.48165 3.60162
40 H 0.20191 -2.18479 1.01659
41 H 0.48277 -0.71005 1.66066
42 H 2.59319 -2.35845 1.29429

Summary:
Electronic energy in a.u.: -973.48848
Structure (SMILES): NC(=O)CC[C@H](N)C(=O)O.CC(C)C[C@H](N)C(=O)O
Multiplicity: 1
Molar mass in u: 277.32
Energy above the lowest of the compared OMol25 structures with the same formula, charge and spin in eV: 0.105


Record 5
Computed, not measured: C11H23N5O3 in the gas phase in a non-equilibrium geometry, with ωB97M-V/def2-TZVPD.

Positions of all 42 atoms, in Å:
1 H -2.60950 -0.52854 -4.55478
2 N -1.69411 -0.11267 -4.41740
3 C -1.04050 -0.86924 -3.58846
4 N 0.30295 -0.71154 -3.23927
5 N -1.63701 -1.96258 -2.95103
6 C -1.00624 -2.87464 -2.03573
7 C -1.06010 -2.32689 -0.56740
8 C 0.07247 -2.82217 0.30682
9 C 0.47729 -1.81980 1.39936
10 N -0.57131 -1.42235 2.31256
11 C 1.04944 -0.50940 0.72197
12 O 1.51347 -0.39759 -0.39546
13 N 1.04419 0.56235 1.55526
14 C 1.57664 1.85927 1.24570
15 C 2.27625 2.52035 2.47664
16 O 2.82221 3.59734 2.39263
17 O 2.17380 1.76489 3.60389
18 C 0.46382 2.82568 0.72892
19 C -0.71926 2.86257 1.75452
20 C -0.10163 2.39866 -0.61670
21 H 0.68201 0.22521 -3.32240
22 H 0.58844 -1.04937 -2.28138
23 H -2.64022 -2.09934 -3.10754
24 H 0.01572 -3.05646 -2.40613
25 H -1.54051 -3.83036 -2.16364
26 H -2.05561 -2.54801 -0.16364
27 H -1.07666 -1.24368 -0.58763
28 H -0.14702 -3.83686 0.74603
29 H 0.96949 -2.93081 -0.29641
30 H 1.25378 -2.27618 2.03136
31 H -1.34008 -0.97054 1.82847
32 H -0.95681 -2.19245 2.84131
33 H 0.75666 0.49477 2.48459
34 H 2.28553 1.76405 0.41577
35 H 2.76071 2.23896 4.26987
36 H 0.94515 3.85251 0.65032
37 H -1.49609 3.55325 1.41015
38 H -0.31740 3.21211 2.72303
39 H -1.14738 1.82924 1.71925
40 H -0.62105 1.44193 -0.55857
41 H -0.88166 3.08281 -0.93854
42 H 0.63015 2.30556 -1.42632

Summary:
Electronic energy in a.u.: -932.49123
Structure (SMILES): [H]/N=C(/N)NCCC[C@H](N)C(=O)N[C@H](C(=O)O)C(C)C
Multiplicity: 1
Molar mass in u: 273.34
Energy above the lowest of the compared OMol25 structures with the same formula, charge and spin in eV: 0.142


Record 6
Computed, not measured: C11H23NiO3P2 as an isolated structure in a non-equilibrium geometry, with ωB97M-V/def2-TZVPD.

Positions of all 40 atoms, in Å:
1 C 0.51076 0.59089 -1.72302
2 C 0.12167 -0.10973 -2.83317
3 C -0.25077 -1.47587 -2.83775
4 C -0.30189 -2.27506 -1.67678
5 C -0.09411 -1.82975 -0.38992
6 Ni 0.13983 0.00957 0.08705
7 P 0.21763 2.08648 0.52960
8 H 1.00126 1.57891 -1.93696
9 H 0.11168 0.39736 -3.80598
10 H -0.47411 -1.93960 -3.79798
11 H -0.13689 -2.64927 0.37329
12 H -0.52354 -3.33723 -1.84190
13 H -0.93307 2.58648 1.21978
14 H 0.34184 3.09872 -0.46322
15 H 1.25382 2.48232 1.42383
16 C -1.05740 -3.77715 3.03545
17 C -1.87923 -2.55441 3.30977
18 O -1.58786 -1.43143 2.37908
19 P -0.17691 -0.67549 2.14854
20 O 0.94962 -1.71504 2.66544
21 C 1.71328 -1.59435 3.91450
22 C 0.88479 -1.73905 5.15709
23 O -0.10575 0.45021 3.33180
24 C -1.13514 1.27412 3.94731
25 C -2.55906 1.02151 3.52667
26 H -1.26992 -4.15232 2.03065
27 H -1.32094 -4.56236 3.75133
28 H 0.01313 -3.57771 3.11222
29 H -2.94388 -2.75167 3.13854
30 H -1.77104 -2.18448 4.33489
31 H 2.44852 -2.40371 3.85423
32 H 2.24924 -0.63984 3.89890
33 H 0.12639 -0.95102 5.24665
34 H 0.40938 -2.72356 5.23170
35 H 1.56569 -1.63704 6.01030
36 H -0.86352 2.31857 3.73211
37 H -1.03679 1.12031 5.03067
38 H -3.20166 1.56724 4.22363
39 H -2.75377 1.41060 2.52133
40 H -2.83349 -0.03542 3.58546

Summary:
Electronic energy in a.u.: -2849.52395
⟨S²⟩: 2.059
Multiplicity: 3
Molar mass in u: 323.94
Total charge: -1